Record 1
Below is C40H33Cl5N3O7Ti as an isolated structure in a non-equilibrium geometry, with properties calculated with ωB97M-V with the def2-TZVPD basis set.

Geometry (Å):
Ti  -0.217242  0.161185  -1.003659
Cl  -3.487208  -6.051819  1.904169
C  -3.234624  -4.510115  1.085532
C  -3.373153  -3.266159  1.746180
Cl  -3.755015  -3.206867  3.425081
C  -2.999907  -2.060916  1.089121
Cl  -3.387517  -0.592740  1.884209
C  -2.321198  -2.039444  -0.100494
O  -1.909209  -0.929812  -0.665931
C  -2.233021  -3.274631  -0.767962
Cl  -1.601665  -3.246050  -2.367120
C  -2.697851  -4.415451  -0.164264
Cl  -2.679766  -5.846888  -1.174184
C  -1.112063  1.611950  0.429122
C  -1.573428  2.389297  1.255101
C  -2.009140  2.976100  2.545960
C  -2.408153  4.321201  2.620267
C  -2.868771  4.799208  3.814052
C  -2.709171  4.043051  5.016894
C  -2.218672  2.738573  4.906716
C  -1.920152  2.229450  3.682228
H  -2.304119  4.855737  1.684669
H  -3.262642  5.784053  3.875177
H  -2.929464  4.438291  5.997735
H  -1.960391  2.177420  5.796239
H  -1.654231  1.222117  3.484120
O  1.806477  -1.913568  -3.940310
C  1.481054  -1.536045  -2.820966
O  0.405611  -0.829180  -2.552286
C  2.113588  -2.052866  -1.597820
C  1.405446  -1.706610  -0.310892
C  1.822567  -2.605619  0.813884
C  3.020464  -3.302464  0.734124
C  3.739076  -3.340569  -0.427120
C  3.209799  -2.787974  -1.603987
N  4.784863  -4.382590  -0.507476
O  4.904721  -5.170426  0.427835
O  5.531798  -4.355348  -1.452888
N  0.910771  -2.846623  1.864225
O  1.253954  -3.526248  2.853761
O  -0.190812  -2.312569  1.782673
H  0.351778  -1.872311  -0.496628
H  3.299637  -3.879655  1.599654
H  3.619192  -3.085579  -2.539374
C  -3.933036  1.433042  -1.607353
N  -3.909991  0.596614  -2.869170
C  -4.764591  -0.672930  -2.777876
C  -2.514338  0.386617  -3.415268
C  -1.622312  1.678795  -3.331034
C  -1.839934  2.624944  -4.342820
C  -1.220748  3.835637  -4.323284
C  -0.185348  4.013772  -3.343435
C  0.161394  2.968130  -2.470134
C  -0.645177  1.800383  -2.383773
H  -3.379623  0.942463  -0.919131
H  -5.014040  1.466378  -1.335447
H  -3.509897  2.415843  -1.849447
H  -4.358423  1.256241  -3.550168
H  -4.645210  -1.207673  -1.831941
H  -4.445998  -1.205960  -3.691447
H  -5.809830  -0.508158  -2.838106
H  -2.621077  0.044621  -4.428215
H  -1.947543  -0.370017  -2.874870
H  -2.622140  2.435821  -5.109586
H  -1.456096  4.572092  -5.072945
H  0.322038  4.994011  -3.329333
H  0.991999  3.028602  -1.754625
C  2.233062  2.183440  0.662553
C  2.270627  0.712938  1.016767
C  1.478264  0.627455  2.405311
C  1.549735  -0.055426  -0.113192
C  3.689378  0.278478  1.219078
C  4.147703  -0.433313  2.316695
C  5.525434  -0.822702  2.436448
C  6.422336  -0.518784  1.464808
C  5.959267  0.159564  0.322959
C  4.621632  0.490996  0.210119
H  1.207592  2.610406  0.645174
H  2.662850  2.349937  -0.313741
H  2.785155  2.688969  1.447762
H  0.432246  0.964561  2.288051
H  1.953210  1.153903  3.258842
H  1.483796  -0.445868  2.678910
H  2.256999  0.202995  -0.968098
H  3.408564  -0.644356  3.090114
H  5.869015  -1.219604  3.350180
H  7.479925  -0.771150  1.505440
H  6.552954  0.243400  -0.558074
H  4.337972  0.914399  -0.742041

Atomic forces in eV per Å
-1.8 0.0 0.3
0.0 1.1 -0.6
0.0 1.1 2.0
0.7 -0.3 -0.5
-0.3 -0.2 -0.2
-1.1 -1.0 1.9
0.2 0.5 -0.1
0.1 0.1 -1.2
0.8 0.5 -0.1
0.0 0.8 0.2
0.0 -0.1 0.0
0.2 -1.8 -2.1
0.0 -0.1 0.3
0.3 0.1 -0.4
-0.2 -0.1 1.3
0.5 1.0 -2.4
0.2 -1.3 -0.7
0.5 -0.3 1.8
0.0 -0.3 -1.4
0.0 1.2 1.3
-0.1 -1.0 -0.8
-0.5 0.5 0.2
-0.2 0.8 0.1
-0.2 0.2 -0.1
-0.4 -0.1 0.0
0.5 -0.9 0.5
-0.2 0.9 0.4
0.0 -1.9 -0.6
-0.5 1.3 -0.2
-1.0 0.9 0.8
0.8 1.5 0.5
0.2 0.1 -0.3
-1.2 0.1 0.9
0.9 -1.5 0.5
0.8 -0.7 -0.5
-0.8 1.4 1.3
-0.1 0.0 -0.2
0.6 -0.2 -1.2
1.7 0.0 0.4
-0.3 0.3 -0.7
-0.8 0.3 0.0
-0.7 -0.4 0.1
0.1 -0.2 0.0
0.5 0.1 -0.7
-2.5 1.0 -2.3
-1.0 1.1 -0.1
1.7 0.1 -0.9
1.7 1.0 0.7
-1.8 -1.3 -1.4
-1.5 -0.4 -0.2
1.6 0.1 1.2
-0.2 0.0 -0.5
-0.8 0.3 0.1
1.3 0.0 0.3
1.8 -1.4 2.5
0.9 0.3 0.1
-0.2 -0.3 0.2
0.4 -1.1 0.4
0.9 0.1 -0.3
-0.3 -0.4 0.8
-0.9 0.9 -0.3
-0.1 -0.1 -0.5
-0.8 -0.3 0.1
0.6 0.0 0.4
0.1 0.3 0.0
0.0 -0.7 0.1
-0.3 0.5 -0.4
-0.6 0.5 0.0
-2.4 0.0 2.3
0.3 -1.2 -0.6
1.8 -0.6 -0.8
0.8 -1.0 -0.2
0.7 0.0 0.3
-2.1 1.0 0.2
0.5 0.7 -1.5
-0.8 -1.0 0.5
0.7 0.3 -0.6
0.5 -0.5 0.1
0.4 0.3 -0.3
0.3 0.4 -0.1
0.6 -0.2 0.0
-0.1 0.0 -0.7
-0.4 0.5 0.1
-1.0 -0.2 0.3
0.6 -0.2 0.0
0.2 -0.8 0.9
-0.2 -0.1 0.3
0.6 0.3 -0.3
-0.3 0.2 0.0

Properties
total charge = -1

***

Record 2
Below is a 9-piece molecular cluster, C17H25Cl10F3O12 overall in a non-equilibrium geometry, with properties calculated with ωB97M-V with the def2-TZVPD basis set.

Geometry (Å):
O  4.817409  6.211016  3.484412
C  4.977085  6.061766  4.642785
O  4.604643  6.898999  5.623678
C  4.636994  6.139662  6.862880
C  5.794059  5.231533  6.559405
F  5.724316  4.096115  7.305555
O  5.572410  4.965879  5.188127
H  4.817674  6.913934  7.604743
H  3.688699  5.619528  6.990477
H  6.760964  5.710509  6.705962
O  8.798353  2.295523  13.809922
C  9.507702  3.046587  13.250113
O  10.642899  2.732089  12.603360
C  11.327769  3.928306  12.288701
C  10.212354  4.976107  12.297544
F  9.745473  5.233369  11.054897
O  9.224811  4.358934  13.072445
H  12.130348  4.138478  12.993978
H  11.775298  3.855445  11.297945
H  10.568304  5.890170  12.766908
O  8.257732  7.276955  8.186052
C  9.252602  7.825830  8.533400
O  9.315214  9.078882  9.001087
C  10.678435  9.487781  9.024044
C  11.396546  8.135718  9.176047
F  11.568230  7.877634  10.503362
O  10.456269  7.252562  8.618925
H  10.960800  10.019987  8.115482
H  10.821243  10.125233  9.891342
H  12.353178  8.121042  8.661959
C  6.443441  -2.636046  5.840943
O  7.763832  -2.628789  5.270508
C  8.429883  -1.497804  5.181898
O  9.520596  -1.413154  4.698816
O  7.765746  -0.462211  5.699022
C  8.476331  0.755135  5.851894
H  6.521636  -2.167779  6.817531
H  6.080620  -3.659010  5.871036
H  5.761626  -2.120837  5.162998
H  9.461673  0.572502  6.277592
H  7.917599  1.456430  6.462783
H  8.632069  1.201465  4.867650
Cl  15.119521  -0.163026  8.653641
C  14.035504  1.216562  8.885248
Cl  13.823857  1.616074  10.611526
H  14.339972  2.109122  8.346771
H  13.088015  0.918352  8.446541
Cl  8.961051  4.318441  6.784645
C  9.539218  3.845154  8.410140
Cl  10.668782  2.519696  8.178085
H  10.025497  4.667401  8.915924
H  8.669464  3.398497  8.866699
Cl  5.532807  3.266473  12.131649
C  5.529548  3.943172  10.481748
Cl  6.815242  5.155996  10.250097
H  5.725162  3.075248  9.862593
H  4.550802  4.361737  10.287361
Cl  12.896155  4.873698  9.133469
C  14.432403  4.990414  10.048866
Cl  14.073284  5.667985  11.653224
H  14.879034  4.007965  10.134626
H  15.076752  5.645015  9.473803
Cl  8.184634  1.690122  10.766669
C  9.193679  0.225106  10.920059
Cl  8.962098  -0.885237  9.536442
H  10.235130  0.521944  10.887573
H  8.936367  -0.221408  11.871938

Atomic forces in eV per Å
0.0 0.3 -0.5
0.0 -0.4 0.1
-0.5 -0.1 0.1
0.2 1.6 -0.4
-0.4 0.2 0.5
0.0 -0.2 -0.4
0.5 -0.5 0.1
0.0 -0.5 0.4
0.1 -0.1 0.1
0.0 -0.2 0.1
-0.3 -0.6 0.7
-0.2 0.0 -0.8
0.4 -0.4 0.4
0.0 0.3 -1.0
1.2 -0.5 1.0
-0.2 0.1 -0.3
-0.1 0.8 0.1
-0.2 0.0 0.3
-0.1 -0.2 0.1
-0.5 0.3 -0.1
0.2 0.0 -0.1
-1.3 0.1 0.6
-0.2 0.7 -0.5
0.1 -0.3 0.6
-0.6 1.4 -0.3
0.1 -0.4 0.0
1.5 -0.8 -0.1
-0.1 -0.1 -0.1
0.1 0.0 0.0
0.0 -0.6 0.0
0.1 0.3 -0.4
-0.5 -1.0 -0.2
0.4 0.8 0.0
0.4 -0.2 -0.2
-0.9 -0.1 0.7
0.8 0.3 -0.8
-0.5 -0.1 0.1
0.5 -0.2 0.2
0.0 0.4 0.3
-0.1 0.0 0.1
-0.3 -0.3 0.1
0.0 0.1 0.0
0.1 0.4 0.0
-0.5 -0.2 -0.2
0.0 -0.1 -0.3
0.5 -0.1 0.2
-0.1 0.0 0.4
0.3 0.3 0.1
-0.5 -0.5 -1.1
0.6 -0.4 0.3
-0.2 0.0 0.0
0.1 0.4 0.6
-0.1 0.4 0.0
0.3 -0.5 0.4
-0.6 -0.3 0.0
0.1 0.3 -0.4
0.1 0.2 0.0
0.5 -0.1 -0.1
-0.6 0.3 -0.3
0.5 0.0 -0.2
-0.2 -0.1 0.2
0.0 0.2 0.3
0.1 -0.4 -0.2
0.1 0.3 -0.5
-0.1 0.2 0.5
0.0 0.1 0.1
-0.1 -0.3 -0.2

Properties
relative energy (zero: lowest compared OMol25 entry of this formula, charge and spin) = 0.0 kcal/mol
SMILES = O=C1OC[C@@H](F)O1.O=C1OC[C@@H](F)O1.O=C1OC[C@@H](F)O1.COC(=O)OC.ClCCl.ClCCl.ClCCl.ClCCl.ClCCl

***

Summary of E_LUMO in Ha
0.0466 -0.0018
(order as listed above)
Summary of HOMO-LUMO gap in eV
5.438 10.427
(order as listed above)